Below is a molecular structure, C38H34IrN3O3P2Te, with properties calculated with ωB97M-V/def2-TZVPD.

ORCA input file:
```
! wB97M-V def2-TZVPD RIJCOSX def2/J DEFGRID3
* xyz 1 2
Ir 0.1932 0.1481 -0.2484
N 7.4542 7.3431 0.8729
C 6.6349 6.5455 0.7699
C 5.6090 5.5469 0.6405
C 4.6821 5.3689 1.6647
C 3.6941 4.4093 1.5354
C 3.6321 3.6190 0.3918
C 4.5660 3.7951 -0.6250
C 5.5491 4.7615 -0.5077
C 2.5834 2.5730 0.2553
C 3.0104 1.2458 0.3223
C 4.2930 0.7775 0.6835
C 4.2176 -0.5990 0.7726
C 2.8996 -0.9472 0.4584
N 2.1731 0.1468 0.1765
C 1.2673 2.9933 0.0977
C 0.8130 4.3385 0.0545
C -0.5529 4.3086 -0.0913
C -0.9063 2.9496 -0.1458
N 0.1522 2.1559 -0.0188
H 4.7408 5.9809 2.5539
H 2.9707 4.2647 2.3274
H 4.5159 3.1774 -1.5125
H 6.2716 4.9109 -1.2980
H 5.1526 1.3989 0.8730
H 5.0050 -1.2826 1.0414
H 2.4483 -1.9237 0.4272
H 1.4467 5.2071 0.1143
H -1.2297 5.1415 -0.1749
H -1.8745 2.5208 -0.3295
C -6.4359 1.4717 0.5771
C -6.2465 0.1529 0.2030
C -4.9662 -0.3633 0.0674
C -3.8401 0.4355 0.3056
C -4.0523 1.7549 0.7070
C -5.3318 2.2680 0.8379
P -2.1692 -0.3497 0.2304
C -2.5315 -1.9955 -0.4400
C -2.9958 -2.1133 -1.7478
C -3.3782 -3.3501 -2.2397
C -3.2835 -4.4779 -1.4350
C -2.8067 -4.3655 -0.1367
C -2.4392 -3.1247 0.3659
C -1.5601 -0.5013 1.8967
C -2.1414 -0.6999 3.1420
C -1.3031 -0.6941 4.2449
C 0.0655 -0.4779 4.0855
C 0.6326 -0.2454 2.8380
C -0.2049 -0.2418 1.7254
H -7.4352 1.8730 0.6784
H -7.0977 -0.4874 0.0133
H -4.8595 -1.3965 -0.2202
H -3.2316 2.4017 0.9784
H -5.4631 3.2933 1.1562
H -3.0905 -1.2362 -2.3782
H -3.7545 -3.4310 -3.2512
H -3.5871 -5.4441 -1.8158
H -2.7313 -5.2435 0.4922
H -2.0719 -3.0389 1.3806
H -3.2092 -0.8479 3.2432
H -1.7081 -0.8471 5.2361
H 0.7027 -0.4775 4.9608
H 1.6936 -0.0520 2.7519
C 3.7152 -0.3279 -3.0742
C 2.8692 -1.4740 -3.5724
O 2.1743 -2.0812 -2.4503
P 0.6287 -1.9883 -2.1631
O 0.3931 -1.9406 -0.6664
Te -0.2463 0.1690 -2.8871
O -0.0438 -3.2618 -2.7679
C 0.4696 -4.0617 -3.8672
C -0.1328 -5.4386 -3.7496
H 4.3364 0.0493 -3.8871
H 4.3627 -0.6616 -2.2646
H 3.0886 0.4851 -2.7038
H 3.4724 -2.2676 -4.0105
H 2.1385 -1.1451 -4.3161
H 1.5568 -4.0916 -3.8000
H 0.1762 -3.5707 -4.7962
H 0.1307 -5.8910 -2.7947
H 0.2508 -6.0687 -4.5520
H -1.2175 -5.3951 -3.8301
*
```

F_max: 0.54 eV/Å
HOMO-LUMO gap (alpha / beta): 6.95 / 5.26 eV
HOMO (alpha / beta): -10.5 / -10.5 eV
<S²>: 0.760
energy: -2913.4009 a.u.

---

Below is a molecular structure, C38H34N3O4P2SZn, with properties calculated with ωB97M-V/def2-TZVPD.

ORCA input file:
```
! wB97M-V def2-TZVPD RIJCOSX def2/J DEFGRID3
* xyz -1 1
Zn -1.2755 -0.2293 -0.3780
C 0.1491 -2.2356 1.5650
P 1.0563 -1.0598 0.4509
C 2.3753 -0.3710 1.5213
C 2.3783 -0.4740 2.9103
C 3.4184 0.0762 3.6538
C 4.4574 0.7424 3.0225
C 4.4470 0.8760 1.6385
C 3.4115 0.3308 0.8963
C 2.0691 -2.0391 -0.7134
C 3.1031 -2.8852 -0.3094
C 3.8562 -3.5674 -1.2527
C 3.5823 -3.4095 -2.6079
C 2.5524 -2.5753 -3.0178
C 1.7953 -1.8890 -2.0734
C -0.8308 -1.3641 2.3032
C -1.0702 -1.1752 3.6516
C -1.9313 -0.0486 3.7560
C -2.1772 0.3821 2.4668
C -2.7571 1.6662 1.9451
P -1.3240 2.4711 1.0421
C -0.7202 3.5582 2.4046
C 0.3401 3.0877 3.1793
C 0.8170 3.8296 4.2539
C 0.2459 5.0559 4.5590
C -0.8093 5.5360 3.7907
C -1.2909 4.7912 2.7226
C -2.1076 3.7064 -0.0578
C -1.2751 4.2758 -1.0248
C -1.7768 5.1807 -1.9467
C -3.1248 5.5178 -1.9246
C -3.9616 4.9550 -0.9733
C -3.4551 4.0541 -0.0440
N -1.5324 -0.4391 1.5777
H 0.8031 -2.7934 2.2355
H -0.3773 -2.9305 0.9097
H 1.5536 -0.9570 3.4178
H 3.4108 -0.0147 4.7341
H 5.2709 1.1612 3.6030
H 5.2457 1.4110 1.1374
H 3.3995 0.4412 -0.1831
H 3.3258 -2.9890 0.7482
H 4.6607 -4.2232 -0.9357
H 4.1750 -3.9395 -3.3454
H 2.3327 -2.4563 -4.0725
H 0.9860 -1.2330 -2.3828
H -0.6552 -1.7494 4.4699
H -2.2970 0.4045 4.6686
H -3.1214 2.3009 2.7501
H -3.5716 1.4894 1.2388
H 0.7888 2.1288 2.9370
H 1.6396 3.4497 4.8486
H 0.6236 5.6404 5.3895
H -1.2586 6.4941 4.0252
H -2.1103 5.1743 2.1247
H -0.2341 3.9710 -1.0674
H -1.1246 5.5952 -2.7055
H -3.5242 6.2035 -2.6623
H -5.0156 5.2088 -0.9608
H -4.1183 3.6286 0.7027
N -3.3583 0.1764 -1.2767
N -3.1009 1.0537 -2.3470
C -1.7549 1.2362 -2.7659
O -1.5872 1.7793 -3.8520
O -0.8464 0.8331 -1.9452
H -3.5802 -0.7595 -1.6067
H -4.1211 0.5327 -0.7197
H -3.7351 0.9997 -3.1238
O 2.4826 -6.7209 -4.2695
C 1.3372 -6.2238 -4.8113
O 1.0864 -6.4773 -5.9574
C 0.5068 -5.3724 -3.9239
C -0.3802 -4.4691 -4.5016
C -1.1375 -3.6182 -3.7182
C -1.0641 -3.6522 -2.3155
S -2.0460 -2.5844 -1.3393
C -0.1893 -4.5890 -1.7447
C 0.5827 -5.4234 -2.5319
H 2.6141 -6.3265 -3.4007
H -0.4466 -4.4358 -5.5825
H -1.8011 -2.8973 -4.1787
H -0.1242 -4.6609 -0.6668
H 1.2208 -6.1477 -2.0337
*
```

F_max: 0.50 eV/Å
HOMO-LUMO gap: 7.26 eV
HOMO: -4.9 eV
energy: -4794.1116 a.u.

---

Below is a molecular structure, C38H34N7O7PTaTe, with properties calculated with ωB97M-V/def2-TZVPD.

ORCA input file:
```
! wB97M-V def2-TZVPD RIJCOSX def2/J DEFGRID3
* xyz 1 1
Ta 1.0409 0.9408 -0.4997
O 1.8524 3.7479 -3.6145
C 1.4247 2.7890 -3.0123
N 1.3012 2.6614 -1.6496
C 1.5244 3.8069 -0.8205
C 2.2633 4.9475 -1.1371
C 2.4407 5.9198 -0.1656
C 1.9058 5.7658 1.1093
C 1.1565 4.6446 1.4140
C 0.9469 3.6814 0.4372
N 0.2355 2.4689 0.6320
C -0.8477 2.4530 1.4819
O -1.4429 3.4202 1.8994
C -1.1953 1.0604 1.9009
C -2.3263 0.7817 2.6424
C -2.5455 -0.5365 3.0081
C -1.6201 -1.5024 2.6372
C -0.5206 -1.1227 1.8884
N -0.3152 0.1417 1.5190
C 0.9457 1.5863 -3.7366
C 0.7970 1.6132 -5.1100
C 0.3454 0.4693 -5.7377
C 0.0912 -0.6496 -4.9624
C 0.2720 -0.5830 -3.5940
N 0.6719 0.5342 -2.9668
H 2.6882 5.0701 -2.1173
H 3.0052 6.8109 -0.4090
H 2.0651 6.5227 1.8657
H 0.7202 4.5212 2.3944
H -2.9899 1.5905 2.9143
H -3.4205 -0.8062 3.5858
H -1.7392 -2.5390 2.9192
H 0.2286 -1.8416 1.5847
H 1.0408 2.5220 -5.6412
H 0.2080 0.4430 -6.8105
H -0.2353 -1.5811 -5.4032
H 0.1070 -1.4599 -2.9985
C -4.1276 -7.6247 3.3718
O -4.0987 -6.2048 3.2882
C -4.3594 -5.6471 2.0837
C -4.2904 -4.2509 2.0415
C -4.5178 -3.5779 0.8620
C -4.8396 -4.2936 -0.2887
C -4.9817 -5.6635 -0.2320
C -4.7138 -6.3592 0.9453
N -5.1829 -3.6474 -1.5493
N -4.5040 -2.7309 -2.0269
C -3.1749 -2.3761 -1.5338
C -2.1478 -3.2659 -1.3778
C -0.8218 -2.8383 -1.0843
C -0.6014 -1.5049 -0.9303
O 0.5795 -0.9199 -0.6439
C -1.6387 -0.5730 -1.1253
N -1.2549 0.7333 -1.0246
C -2.1521 1.6635 -1.2339
C -3.4911 1.3562 -1.5710
C -3.8798 0.0525 -1.6812
C -2.9262 -0.9775 -1.4502
H -3.8293 -7.8697 4.3857
H -3.4265 -8.0737 2.6655
H -5.1333 -8.0056 3.1838
H -4.0777 -3.7228 2.9619
H -4.4786 -2.4954 0.8396
H -5.2998 -6.1960 -1.1200
H -4.8117 -7.4340 0.9656
H -2.3361 -4.3244 -1.4910
H -0.0144 -3.5495 -0.9747
H -1.8225 2.6929 -1.1369
H -4.1862 2.1660 -1.7412
H -4.8930 -0.2110 -1.9547
C 6.5170 0.8829 3.2398
C 5.0985 1.1202 2.8064
O 4.9393 0.5350 1.4629
P 3.8369 1.0575 0.4962
O 2.4012 1.0215 1.1130
Te 3.5441 -0.1768 -1.4686
O 4.1184 2.5690 0.2034
C 5.2494 3.0593 -0.5721
C 6.1350 3.8835 0.3251
H 6.6518 1.2575 4.2554
H 7.2257 1.3961 2.5903
H 6.7474 -0.1817 3.2339
H 4.8470 2.1801 2.7557
H 4.3792 0.6173 3.4493
H 4.8107 3.6525 -1.3716
H 5.7708 2.2140 -1.0238
H 5.5421 4.6363 0.8449
H 6.8920 4.3963 -0.2698
H 6.6473 3.2604 1.0592
*
```

F_max: 1.83 eV/Å
HOMO-LUMO gap: 6.90 eV
HOMO: -10.3 eV
energy: -3044.8998 a.u.

---

Below is a molecular structure, C38H35BBrFInN7O6PS3Se2, with properties calculated with ωB97M-V/def2-TZVPD.

ORCA input file:
```
! wB97M-V def2-TZVPD RIJCOSX def2/J DEFGRID3
* xyz -1 1
In -0.1882 -0.1226 -0.5991
C -2.3481 -1.6061 2.8207
N -2.5808 -0.1651 2.6979
C -2.6588 0.7147 3.7617
C -2.9672 1.9188 3.2420
N -3.0708 1.7769 1.8700
B -3.4956 2.9376 0.9341
N -2.2055 3.7963 0.5740
C -2.3268 5.1161 0.1682
C -1.0914 5.6086 -0.0443
N -0.2084 4.5832 0.2304
C 1.2478 4.6872 0.1629
C -0.8963 3.4734 0.6151
S -0.1187 2.0240 1.1454
C -2.8268 0.4944 1.5487
S -2.7518 -0.2060 -0.0345
H -2.6952 -1.9195 3.8039
H -1.2903 -1.8255 2.7071
H -2.9085 -2.1247 2.0473
H -2.4695 0.4027 4.7758
H -3.0870 2.8770 3.7221
H -4.2462 3.6650 1.5586
H -3.9968 2.5195 -0.0829
H -3.2929 5.5868 0.0815
H -0.7581 6.5830 -0.3610
H 1.5180 5.3079 -0.6894
H 1.6649 3.6941 0.0251
H 1.6390 5.1290 1.0794
Se 0.7585 -1.9239 1.0857
P -0.6740 -3.3079 -0.3325
Se -0.4448 -2.3085 -2.2725
C -2.4115 -3.9054 -0.1883
C -3.4335 -3.3935 -0.9839
C -4.7435 -3.8284 -0.8148
C -5.0521 -4.7678 0.1609
C -4.0399 -5.2822 0.9609
C -2.7300 -4.8555 0.7842
C 0.2192 -4.9088 -0.3640
C 0.4507 -5.6032 -1.5480
C 1.0995 -6.8323 -1.5273
C 1.5216 -7.3801 -0.3218
C 1.3062 -6.6885 0.8635
C 0.6652 -5.4543 0.8397
H -3.1980 -2.6573 -1.7421
H -5.5250 -3.4231 -1.4473
H -6.0751 -5.0988 0.2974
H -4.2667 -6.0187 1.7227
H -1.9503 -5.2793 1.4058
H 0.1282 -5.1708 -2.4883
H 1.2813 -7.3607 -2.4566
H 2.0317 -8.3372 -0.3075
H 1.6494 -7.1018 1.8055
H 0.5351 -4.8965 1.7605
F -0.1324 4.0856 5.3739
C 1.0861 3.9371 4.8240
C 1.3864 2.8466 4.1187
N 2.6314 2.6476 3.5467
C 2.9060 1.5600 2.5827
C 2.0524 0.3052 2.7136
O 1.3110 0.1021 3.6735
O 2.2638 -0.4700 1.7046
C 3.6236 3.5936 3.6863
O 4.7288 3.5010 3.1838
N 3.2683 4.6941 4.4490
C 2.0334 5.0040 5.0202
O 1.8497 6.0580 5.5969
H 0.6778 2.0446 3.9790
H 3.9479 1.2769 2.6845
H 2.7675 1.9330 1.5715
H 3.9874 5.3928 4.5457
Br -1.0567 -0.3543 -5.3945
C -1.4266 1.2472 -4.4315
C -1.3573 2.4485 -5.1186
C -1.6803 3.5949 -4.4162
C -2.0691 3.4887 -3.0917
C -2.0962 2.2338 -2.5102
N -1.7572 1.1140 -3.1707
H -1.0640 2.4728 -6.1588
H -1.6419 4.5588 -4.9084
H -2.3359 4.3566 -2.5065
H -2.4077 2.1020 -1.4826
O 5.5263 -2.5659 -5.6792
C 5.6222 -2.3098 -4.3480
O 6.5507 -2.7584 -3.7383
C 4.5493 -1.4578 -3.7433
C 3.3948 -1.0735 -4.4198
C 2.4548 -0.2553 -3.8106
C 2.6462 0.1983 -2.5045
S 1.5107 1.3137 -1.7123
C 3.7900 -0.2190 -1.8202
C 4.7306 -1.0309 -2.4353
H 4.7511 -2.1174 -6.0345
H 3.1776 -1.4172 -5.4283
H 1.5597 0.0345 -4.3451
H 3.9278 0.0922 -0.7921
H 5.6199 -1.3507 -1.9057
*
```

F_max: 0.72 eV/Å
HOMO-LUMO gap: 7.54 eV
HOMO: -5.5 eV
energy: -11531.8325 a.u.

---

Below is a molecular structure, C38H35BiClN2Si2, with properties calculated with ωB97M-V/def2-TZVPD.

ORCA input file:
```
! wB97M-V def2-TZVPD RIJCOSX def2/J DEFGRID3
* xyz 1 1
C -1.8702 -0.7958 1.0703
C -2.8006 -0.4463 0.0444
C -2.8261 -1.5126 -0.8996
H -3.4747 0.4077 0.0767
C -1.9051 -2.5033 -0.4677
C -1.3280 -2.0710 0.7557
H -0.6997 -2.6706 1.4113
H -1.7483 -0.2712 2.0174
H -3.4921 -1.6003 -1.7540
H -1.7224 -3.4644 -0.9431
Bi -0.1716 -0.1151 -1.1914
Si -0.5845 -0.4151 -6.7877
C -0.2081 1.1611 -7.7257
C 1.0381 1.2558 -8.3689
H 1.7722 0.4446 -8.2737
C 1.3860 2.3753 -9.1320
H 2.3707 2.4275 -9.6011
C 0.4915 3.4390 -9.2542
H 0.7936 4.3449 -9.7782
C -0.7644 3.3497 -8.6502
H -1.4596 4.1898 -8.7566
C -1.1055 2.2259 -7.8887
H -2.0829 2.1702 -7.4073
C 0.0145 -1.6347 -8.0617
C -0.3916 -1.5047 -9.4010
H -1.1183 -0.7305 -9.6559
C 0.1776 -2.2977 -10.3986
H -0.1131 -2.1530 -11.4428
C 1.1542 -3.2444 -10.0599
H 1.6154 -3.8523 -10.8411
C 1.5738 -3.3659 -8.7304
H 2.3823 -4.0533 -8.4615
C 0.9923 -2.5713 -7.7316
H 1.3402 -2.6399 -6.6987
H -2.0271 -0.6832 -6.5797
Si 2.6551 0.9489 -5.3133
C 1.7965 -0.6608 -4.9665
C 0.2982 -0.7663 -5.1506
H -0.1929 0.1458 -4.7633
C -0.3359 -2.0005 -4.6779
H -1.4080 -2.1192 -4.8900
C 0.3487 -2.8738 -3.8618
H -0.1832 -3.7016 -3.3822
C 1.7262 -2.7206 -3.6535
H 2.2686 -3.4628 -3.0605
C 2.4230 -1.6449 -4.2128
H 3.4786 -1.5200 -3.9859
C 1.3634 2.2243 -4.7827
C 0.4078 2.0014 -3.7755
H 0.5275 1.0981 -3.1419
C -0.6382 2.8748 -3.5039
H -1.3892 2.6088 -2.7528
C -0.6842 4.0891 -4.1867
H -1.4383 4.8290 -3.9251
C 0.2425 4.3385 -5.2069
H 0.1931 5.2635 -5.7797
C 1.2582 3.4245 -5.5089
H 1.9763 3.6206 -6.3102
H 3.7475 1.0642 -4.4336
Cl 2.1750 0.6749 -1.4360
N -0.1210 2.0810 0.4112
C 0.7034 2.1738 1.6181
C 0.9473 3.3694 2.2728
C 1.8045 3.3989 3.4008
C 2.4021 2.2354 3.8615
C 2.2232 1.0018 3.1749
C 2.9215 -0.1878 3.4781
C 2.7361 -1.3061 2.6888
C 1.7956 -1.2669 1.6601
N 1.0910 -0.1763 1.3529
C 1.3066 0.9696 2.0723
H -1.0815 2.3513 0.6342
H 0.1698 2.7883 -0.2692
H 0.4908 4.2980 1.9226
H 2.0120 4.3353 3.9223
H 3.0399 2.2351 4.7487
H 3.6020 -0.1903 4.3257
H 3.2914 -2.2214 2.8528
H 1.5992 -2.1367 1.0344
*
```

F_max: 3.45 eV/Å
HOMO-LUMO gap (alpha / beta): 4.78 / 4.22 eV
HOMO (alpha / beta): -9.6 / -9.0 eV
energy: -2831.9942 a.u.

---

> Number 4 is which compound?

C38H35BBrFInN7O6PS3Se2